The following is a DFT calculation (ωB97M-V/def2-TZVPD) of C26H41BF17NO24S4Zr as an isolated structure in a non-equilibrium geometry.

```
115
Properties=species:S:1:pos:R:3:forces:R:3:mulliken_charge:R:1
Zr -1.5762 1.6376 -2.1678 1.3 -2.8 -5.6 1.283
N -0.6924 0.6516 -0.5903 0.5 -1.5 6.5 0.702
S 0.3277 -0.5506 -0.3586 6.1 -6.4 -7.9 0.050
O -0.1647 -1.9310 -0.4215 -0.2 2.5 2.4 -0.529
O 1.6916 -0.2664 0.1327 -3.9 -0.1 0.6 -0.306
F 0.6090 -0.4869 -1.9403 0.7 0.4 -0.8 -0.122
S -0.7032 0.7931 1.1234 -3.0 7.2 5.3 -0.357
O 0.2784 1.7721 1.6148 -1.2 -2.9 -1.4 -0.268
O -1.1661 -0.3049 1.9593 1.6 0.4 -2.3 -0.073
F -2.0022 1.7329 1.1930 0.5 -0.8 -0.8 0.009
B -1.7182 3.6555 -1.2972 -0.3 2.4 0.8 1.629
H -1.8839 4.6462 -0.9031 -0.6 3.2 1.3 -0.155
H -2.6238 3.0733 -1.2255 -4.0 -2.1 -0.1 -0.220
H -1.3311 3.7300 -2.3016 1.4 0.0 -4.2 0.005
H -1.0115 3.1071 -0.6938 2.8 -2.2 2.2 -0.666
O -0.2194 1.9224 -3.8669 -2.3 -1.7 1.2 -0.843
C -0.2386 0.8751 -4.9036 0.1 -0.4 1.2 -0.447
C -1.1565 -0.3616 -4.5643 -1.1 0.8 0.5 -0.339
O -2.0599 -0.1476 -3.4291 1.5 2.7 0.6 -0.632
H 0.7482 0.4476 -5.0810 0.5 0.3 0.6 0.254
H -0.4646 1.2767 -5.8914 -0.6 0.5 0.2 0.423
H -0.6327 -1.3083 -4.4325 0.5 0.2 0.5 0.135
H -1.7417 -0.5550 -5.4633 -0.5 0.1 0.0 0.389
C 1.1115 5.7592 -3.3576 0.3 0.0 0.1 -1.459
C 1.6520 5.0192 -2.0565 -2.3 1.0 -1.5 0.679
O 2.6025 4.0499 -2.4246 1.4 -3.1 0.4 -0.363
C 2.4593 2.7706 -1.9192 -6.7 3.4 3.7 0.402
O 1.4030 2.4811 -1.2130 5.2 0.5 -3.5 0.125
C 3.6607 1.8961 -2.0025 -0.6 -0.8 0.9 0.749
F 4.6042 2.4225 -2.6863 2.0 1.2 -1.0 -0.275
F 4.0920 1.6532 -0.7458 -0.1 -0.1 -0.5 -0.180
F 3.3121 0.7849 -2.6074 -0.3 -1.4 0.0 -0.201
H 0.3881 6.5431 -3.1333 -0.1 -0.1 0.6 0.412
H 0.6321 5.1527 -4.1260 -0.2 -0.8 0.6 0.281
H 1.8210 6.2717 -4.0074 0.8 0.0 0.7 0.383
H 0.8150 4.5144 -1.5741 0.0 0.1 -0.1 -0.504
H 2.0401 5.7150 -1.3126 0.6 0.0 -0.3 0.304
C 1.9887 -3.7847 -8.1840 1.3 -0.7 0.4 -1.162
C 1.1141 -3.8675 -6.9764 -1.7 0.0 -0.3 -0.249
O 1.6909 -3.3049 -5.7689 -0.7 0.6 -1.5 -0.235
C 2.2532 -4.1189 -4.9343 -0.4 -3.8 -0.1 0.158
O 2.2138 -5.3678 -4.9883 0.5 3.9 0.3 -0.582
C 2.9428 -3.3462 -3.7866 -0.8 -1.0 0.2 1.141
F 2.7559 -4.1646 -2.7515 0.3 0.5 1.0 -0.262
F 4.2271 -3.2279 -4.0283 1.0 0.1 -0.2 -0.277
F 2.4726 -2.1274 -3.5102 -0.2 -0.5 -0.2 -0.233
H 2.7349 -2.9943 -8.1032 -0.6 0.6 -0.2 0.312
H 1.3243 -3.7135 -9.0452 0.5 0.1 -0.2 0.364
H 2.6498 -4.6502 -8.2277 -0.3 -0.4 -0.4 0.316
H 0.6556 -4.8468 -6.8389 0.9 -0.4 0.5 0.346
H 0.1950 -3.3490 -7.2493 0.2 1.1 0.8 0.337
C -5.1475 -3.1309 -0.5186 -0.7 -0.3 -0.7 -1.116
C -4.5365 -1.8103 -0.8262 2.1 0.4 -1.1 0.172
O -5.2157 -0.6309 -0.3037 1.1 2.1 0.7 -0.284
C -4.5403 0.5503 -0.3067 -0.4 -1.7 -0.6 0.348
O -3.5432 0.8089 -0.9642 -0.4 -0.4 0.1 -0.590
C -5.1711 1.6889 0.5631 -1.8 -1.2 -0.1 0.635
F -6.0463 1.2503 1.4511 -0.6 -0.9 0.1 -0.259
F -4.3086 2.3535 1.2361 1.7 1.2 0.3 -0.162
F -5.8431 2.4970 -0.2633 0.2 0.3 -0.6 -0.276
H -4.6179 -3.7040 0.2424 -0.7 0.4 0.5 0.096
H -5.0274 -3.7364 -1.4170 0.0 0.0 -0.1 0.401
H -6.2252 -2.9851 -0.4461 0.0 -0.5 0.7 0.309
H -4.4081 -1.7158 -1.9045 -0.4 0.5 0.0 0.333
H -3.5075 -1.8291 -0.4673 0.1 0.5 0.3 0.063
C -4.4174 3.0934 5.8348 -0.9 1.1 0.2 -1.158
C -3.9037 1.6603 5.9679 -0.5 1.7 -1.8 0.215
O -2.4968 1.8732 6.0781 1.7 -1.0 -0.3 -0.289
C -1.7016 1.9389 4.9871 -2.7 -0.3 -0.5 0.228
O -2.0710 1.9352 3.8157 1.1 0.1 2.9 -0.410
C -0.2340 2.0073 5.4635 -1.4 -0.4 0.5 0.885
F -0.0465 1.6054 6.7665 0.0 0.2 -1.9 -0.264
F 0.3852 1.2148 4.5976 1.2 0.2 0.6 -0.203
F 0.1558 3.2760 5.3857 0.7 0.0 -0.2 -0.243
H -3.8376 3.6457 5.0953 0.5 -0.4 -0.1 0.253
H -4.3615 3.7259 6.7208 0.1 -0.4 0.3 0.321
H -5.4139 3.2476 5.4212 -0.3 -0.7 0.3 0.386
H -4.1570 1.2481 4.9911 0.3 -0.7 0.1 -0.094
H -4.2372 0.9924 6.7621 0.1 0.5 0.1 0.364
C 3.8018 -6.1302 2.1560 -1.6 1.2 1.3 -1.184
C 4.9781 -5.2705 2.4787 1.2 -1.5 -1.0 -0.190
O 4.8270 -3.9621 1.9813 -0.2 1.7 -0.8 -0.211
C 5.6545 -3.3538 1.1014 2.0 -2.8 0.2 0.146
O 6.8058 -3.6934 0.8349 -2.8 1.0 0.7 -0.554
C 4.9516 -2.2358 0.3204 -0.2 -0.6 -1.5 1.240
F 5.6138 -1.1252 0.5424 -0.2 1.1 0.6 -0.262
F 5.0712 -2.4718 -1.0087 0.3 -0.4 0.2 -0.286
F 3.6373 -2.1309 0.5042 0.5 0.3 0.9 -0.264
H 3.4899 -6.0935 1.1123 0.6 -0.7 -0.1 0.315
H 2.9305 -5.7209 2.6672 -0.3 -0.1 0.2 0.282
H 4.0387 -7.0601 2.6730 -0.3 -0.5 -0.8 0.380
H 5.7307 -5.8412 1.9347 1.0 0.8 0.2 0.305
H 5.1944 -5.3029 3.5465 0.1 0.5 -0.1 0.329
C 2.1993 4.5941 2.5902 -0.9 -0.7 -2.5 0.119
C 3.1247 3.4262 2.2721 -1.4 -0.4 2.1 0.214
O 4.2815 4.0417 1.8300 2.2 0.7 -1.7 -0.276
S 4.4426 5.6302 2.0651 1.0 -0.5 0.0 1.002
O 4.2816 6.3853 0.8119 -0.2 -1.6 2.8 -0.505
O 5.6892 5.8243 2.8287 -3.4 -0.1 -1.4 -0.537
O 3.0731 5.6049 3.0086 1.6 2.0 0.4 -0.407
H 1.3442 4.3954 3.2363 0.7 0.1 0.6 0.095
H 1.7580 4.8981 1.6410 -0.3 0.3 -0.2 0.164
H 2.7544 2.6524 1.5995 0.0 0.4 -0.3 -0.128
H 3.3035 2.9688 3.2452 0.5 -0.4 0.0 0.260
C -3.5231 -4.4487 3.4102 -1.4 -0.6 -0.3 -0.389
C -2.5422 -3.4392 3.8990 0.6 0.0 -0.5 0.092
O -3.3131 -2.5463 4.6639 -2.7 1.6 0.5 -0.338
S -4.7860 -2.2367 3.9025 -1.0 0.1 -0.5 0.930
O -4.7290 -1.0405 3.0303 0.4 -3.1 1.9 -0.213
O -5.9546 -2.3342 4.7972 3.2 0.1 -1.6 -0.590
O -4.6744 -3.6412 3.0091 0.0 1.2 0.6 -0.358
H -3.8365 -5.1595 4.1749 -0.1 0.4 0.5 0.279
H -3.2834 -5.1104 2.5778 0.4 0.7 -0.3 0.329
H -2.1259 -2.8410 3.0884 0.5 -0.4 -0.1 -0.030
H -1.8143 -3.8808 4.5795 0.2 0.2 -0.2 0.331
```
Positions in Å, forces in eV/Å.

Computed properties:
**Total energy**: -169742.815 eV
**Lowest unoccupied orbital energy**: -2.34 eV


The following is a DFT calculation (ωB97M-V/def2-TZVPD) of one molecule with the formula C21H17N3O2 in a non-equilibrium geometry.

```
43
Properties=species:S:1:pos:R:3:forces:R:3:nbo_charge:R:1
C -3.8861 -3.2938 0.6678 0.5 -0.3 0.4 -0.653
C -2.5535 -3.0243 1.3420 -0.9 0.0 -1.6 0.266
C -1.5568 -2.3298 0.7063 -0.7 0.3 -0.8 -0.171
C -0.2144 -2.8150 0.3862 0.1 -0.1 -0.3 -0.328
C -0.5559 -2.0421 1.7102 0.4 0.0 0.6 -0.210
C -1.1017 -2.7448 2.8925 0.8 -0.5 -0.5 0.355
N -2.2402 -3.3207 2.6526 -0.9 0.6 0.5 -0.455
C -0.4216 -2.6691 4.2122 -1.3 -0.2 -0.1 -0.546
C 0.1076 -1.2464 4.3891 1.9 1.4 2.0 0.543
O 0.5521 -0.9095 5.4909 -0.7 -0.4 -1.4 -0.530
C 0.2164 -0.2816 3.2409 -0.9 -0.8 -2.1 0.059
C -0.1474 -0.6441 1.9745 0.8 -1.4 1.6 0.050
C 0.0510 0.4420 0.9940 0.6 0.4 -0.9 -0.438
C 0.6049 1.6029 1.8832 0.0 -0.1 -0.1 -0.126
C 1.9897 2.1370 1.4500 1.1 -0.4 0.8 0.548
O 2.9620 2.0755 2.1984 -1.0 0.0 -0.4 -0.554
C 2.1687 2.7216 0.1186 -0.5 0.6 -0.9 0.024
C 1.2456 2.8955 -0.8831 1.2 0.2 -0.4 -0.234
C 1.9281 3.5314 -1.9984 -1.4 -0.3 0.9 -0.049
C 1.4830 3.9139 -3.2623 0.6 0.6 -1.6 -0.199
C 2.3826 4.5309 -4.1467 0.2 0.0 1.5 -0.236
C 3.6964 4.8719 -3.6935 -0.2 0.1 0.5 -0.198
C 4.1160 4.5363 -2.3989 -0.1 -0.4 -0.3 -0.244
C 3.2204 3.8116 -1.5712 1.0 0.0 0.1 0.143
N 3.3753 3.2637 -0.3025 0.7 0.3 0.4 -0.517
N 0.6030 1.0669 3.2442 1.0 0.6 1.6 -0.605
H -3.9956 -4.3446 0.4511 -0.2 -0.6 0.1 0.225
H -3.9925 -2.7660 -0.2966 0.2 0.0 0.7 0.232
H -4.6791 -3.0098 1.3683 0.0 0.0 -0.2 0.237
H -0.0293 -3.8984 0.3940 -0.3 0.4 0.2 0.225
H 0.4495 -2.3299 -0.3235 0.0 0.4 0.3 0.227
H 0.3942 -3.4165 4.1809 0.0 0.6 0.3 0.265
H -1.1473 -2.9577 5.0415 1.1 0.6 -0.9 0.265
H 0.7942 0.1687 0.2098 -0.5 0.0 0.3 0.227
H -0.8818 0.7098 0.4676 0.4 -0.1 0.3 0.238
H -0.0815 2.4517 1.8327 0.0 0.1 0.0 0.216
H 0.2292 2.6082 -0.8397 -0.8 -0.3 -0.1 0.221
H 0.4615 3.7462 -3.6095 0.3 -0.1 0.3 0.218
H 2.0773 4.8292 -5.1373 -0.1 0.0 -0.1 0.216
H 4.3571 5.4803 -4.3448 -0.4 -0.7 0.5 0.220
H 5.1252 4.7596 -2.0408 -0.4 0.1 -0.2 0.220
H 4.2036 3.3310 0.3069 -0.9 -0.1 -0.6 0.435
H 1.4446 1.3129 3.7969 -0.8 -0.3 -0.5 0.416
```
Positions in Å, forces in eV/Å.

Computed properties:
**Total energy**: -30614.595 eV
**SMILES string**: CC1=C2C[C@]23C(=N1)CC(=O)C1=C3C[C@H](C(=O)c2cc3ccccc3[nH]2)N1
**Lowest unoccupied orbital energy**: -0.18 eV


The following is a DFT calculation (ωB97M-V/def2-TZVPD) of C17H16N2O5Sc as an isolated structure in a non-equilibrium geometry.

```
41
Properties=species:S:1:pos:R:3:forces:R:3:nbo_charge:R:1
Sc -0.1350 -0.0094 -2.4717 0.5 0.2 3.7 1.511
O 0.1690 3.4369 -2.4589 -0.7 -5.9 -0.5 -0.234
C 0.0319 2.2877 -2.5515 0.8 6.9 0.4 0.461
C -0.2275 -2.2991 -2.6017 0.2 -6.6 -0.5 0.458
O -0.1967 -3.4528 -2.6606 -0.2 5.4 0.3 -0.229
C 2.0297 -0.1933 -3.2674 6.9 -0.6 -3.2 0.451
O 3.0955 -0.2897 -3.7311 -5.9 0.5 2.7 -0.228
C -2.4102 0.0902 -2.6323 -7.0 0.4 -0.5 0.455
O -3.5640 0.1591 -2.6899 5.7 -0.4 0.3 -0.217
C 0.0230 0.6599 -7.1079 0.0 0.2 0.4 -0.398
H -0.8818 1.2783 -7.1128 0.3 -0.2 -0.1 0.214
H 0.9823 1.1892 -7.0887 -0.3 -0.2 -0.1 0.212
C -0.0407 -0.6767 -7.1721 0.0 -0.2 0.4 -0.382
H 0.8639 -1.2944 -7.2073 -0.3 0.3 -0.1 0.213
H -1.0000 -1.2036 -7.2304 0.4 0.2 -0.1 0.216
C 0.9906 0.0599 4.1710 0.1 0.1 1.1 -0.442
N 1.2560 0.2474 2.7564 0.5 -0.5 -0.5 -0.095
N 0.2879 0.0669 1.8362 -0.6 0.0 0.0 -0.146
C 0.8251 0.1144 0.5984 2.0 0.1 2.3 0.491
O 0.0705 0.0372 -0.4523 -0.7 -0.2 -4.5 -0.746
C 2.2347 0.2721 0.7712 -1.2 -0.2 -0.9 -0.351
C 2.4521 0.3246 2.1385 0.0 0.2 0.5 0.295
C 3.6806 0.4415 2.9638 0.7 0.1 0.2 -0.684
C -1.0723 -0.1042 2.2498 -0.4 0.0 0.1 0.128
C -1.5881 0.7930 3.1859 -0.5 0.0 -0.1 -0.234
C -2.9055 0.6237 3.6278 0.5 -0.1 -0.4 -0.158
C -3.6992 -0.3562 3.0104 -0.1 -0.1 0.4 -0.160
C -3.1671 -1.2547 2.0716 0.3 0.4 0.2 -0.192
C -1.8065 -1.1807 1.7505 -0.3 0.3 -0.1 -0.250
H 0.4093 0.8957 4.5734 0.3 -0.4 -0.1 0.245
H 1.9352 0.0654 4.7168 -0.1 -0.1 -0.3 0.264
H 0.4747 -0.8938 4.3601 0.1 0.4 -0.2 0.258
H 2.9455 0.2932 -0.0473 0.1 0.1 0.4 0.248
H 3.6206 1.3253 3.6225 0.1 -0.3 -0.3 0.271
H 3.7969 -0.4325 3.6291 0.0 0.3 -0.4 0.268
H 4.5878 0.5290 2.3484 -0.4 0.0 0.2 0.272
H -0.9607 1.5944 3.5811 -0.5 -0.2 -0.3 0.232
H -3.2549 1.2695 4.4429 -0.2 -0.4 -0.5 0.261
H -4.7405 -0.4536 3.3273 0.3 0.0 -0.2 0.259
H -3.7959 -2.0136 1.6076 0.2 0.1 0.3 0.247
H -1.3168 -1.9462 1.1431 -0.2 0.3 0.1 0.218
```
Positions in Å, forces in eV/Å.

Computed properties:
**Total energy**: -51776.022 eV
**Charge**: +3
**Lowest unoccupied orbital energy**: -13.67 eV